(1)
# C34H74O26S8

A cluster of 11 separate species, C34H74O26S8 in total at a distorted geometry (the ωB97M-V functional and the def2-TZVPD basis, the Open Molecules 2025 dataset).

The geometry in XYZ format:
```
142
Properties=species:S:1:pos:R:3:forces:R:3:lowdin_charge:R:1
C 10.72383 -22.58679 -8.58757 -0.44 1.45 1.16 -0.205
C 9.29923 -21.92090 -8.58989 -0.21 0.21 -2.09 -0.206
C 9.23382 -21.10173 -9.94185 1.39 -1.27 1.07 -0.198
S 10.88443 -20.18935 -9.84344 -2.37 0.61 -1.32 0.721
O 10.66957 -18.86230 -9.24588 0.55 -1.72 -0.40 -0.355
O 11.45935 -20.27606 -11.19124 0.15 -0.05 1.83 -0.355
C 11.63342 -21.37398 -8.61107 0.98 1.07 -1.70 -0.230
H 11.03033 -23.22200 -9.41863 -0.82 -0.04 -0.18 0.119
H 10.88540 -23.14348 -7.66448 -0.03 -0.06 -0.02 0.110
H 9.16592 -21.16141 -7.81950 0.08 -0.64 0.62 0.110
H 8.49976 -22.65905 -8.65384 -0.04 0.09 0.56 0.105
H 8.36177 -20.49814 -10.19346 0.33 0.37 0.58 0.100
H 9.27391 -21.91091 -10.67104 0.48 0.48 -0.60 0.089
H 11.83477 -20.80058 -7.70621 -0.35 -0.24 0.06 0.105
H 12.56583 -21.54192 -9.15006 0.30 -0.26 0.42 0.091
C 12.66917 -32.97103 -9.62577 -0.41 -0.09 0.31 -0.213
C 12.01289 -31.74233 -10.22902 0.97 0.60 -0.78 -0.262
C 11.58468 -31.99083 -11.60295 -2.30 -1.65 -3.13 -0.236
S 11.34984 -33.86436 -11.84558 -1.01 2.41 2.60 0.694
O 12.41006 -34.28390 -12.68381 1.04 -0.86 -1.36 -0.325
O 9.95764 -34.16188 -12.11166 0.91 -0.31 0.20 -0.330
C 11.88654 -34.22896 -10.07617 -0.64 0.43 -0.39 -0.185
H 12.62200 -32.75437 -8.55856 0.14 -0.80 0.21 0.110
H 13.72286 -32.97908 -9.90465 -0.08 -0.36 -0.13 0.116
H 12.76486 -30.97439 -10.41041 -0.12 0.54 1.22 0.122
H 11.09630 -31.41722 -9.73681 0.56 0.16 0.68 0.124
H 12.09765 -31.75501 -12.53533 1.28 0.09 0.60 0.097
H 10.67131 -31.43075 -11.80338 -0.56 -0.61 0.09 0.099
H 12.40038 -35.18751 -10.00382 0.20 0.23 -0.34 0.097
H 10.93844 -34.35031 -9.55226 -0.01 0.22 0.19 0.093
C 16.96457 -25.83280 -13.69535 0.45 -0.33 -0.84 -0.242
C 15.43619 -25.93252 -13.58940 0.36 0.70 0.11 -0.195
C 14.77884 -25.87001 -15.02557 -0.26 0.28 1.12 -0.194
S 15.98744 -25.12819 -16.19582 -0.12 0.00 0.00 0.726
O 15.50380 -23.79821 -16.58981 0.89 -1.56 0.66 -0.349
O 16.30329 -26.11036 -17.23304 -0.13 0.99 1.09 -0.349
C 17.38545 -25.04637 -14.93275 -0.04 -0.02 -0.80 -0.207
H 17.39325 -26.83184 -13.77441 0.08 0.00 0.08 0.110
H 17.44995 -25.30688 -12.87322 -0.37 -0.35 0.39 0.112
H 15.22386 -25.09572 -12.92398 -0.90 0.47 -0.64 0.104
H 15.17947 -26.76253 -12.93117 -0.23 -0.45 -0.68 0.105
H 13.88534 -25.24571 -15.03236 0.31 0.49 0.08 0.091
H 14.36688 -26.79457 -15.43001 0.81 -0.36 0.06 0.096
H 17.66171 -24.01152 -14.73060 -0.56 0.12 -0.08 0.096
H 18.28968 -25.50874 -15.32858 -0.28 0.02 -0.57 0.096
C 10.77646 -32.79218 -21.51080 -0.55 0.72 -0.65 -0.234
C 10.70219 -34.02635 -20.65808 0.03 -0.69 0.20 -0.259
C 10.67551 -33.50773 -19.21727 -1.58 -0.29 -0.65 -0.200
S 9.50217 -32.03889 -19.22794 0.52 -1.48 0.93 0.747
O 10.34401 -30.99300 -18.63909 -1.39 -0.21 -0.77 -0.368
O 8.18653 -32.40020 -18.62635 2.42 0.95 -1.60 -0.363
C 9.52932 -31.92880 -21.12896 0.11 -0.37 1.41 -0.175
H 10.62097 -33.01465 -22.56646 0.42 -0.08 -0.09 0.112
H 11.78282 -32.40569 -21.34967 -0.31 0.88 -0.17 0.119
H 11.54974 -34.70150 -20.77605 0.37 0.31 -0.11 0.115
H 9.88724 -34.65433 -21.01806 -0.59 0.13 0.70 0.117
H 11.66453 -33.12248 -18.96926 -0.27 0.02 0.30 0.100
H 10.27555 -34.24906 -18.52549 0.23 0.25 0.22 0.101
H 9.38401 -30.88289 -21.39925 0.70 -0.03 -0.01 0.095
H 8.65953 -32.45893 -21.51693 -0.13 -0.10 0.32 0.094
C 4.70355 -33.54534 -6.69431 0.12 -0.76 0.11 -0.196
C 5.68203 -32.69308 -7.51776 1.06 0.52 -1.03 -0.230
C 5.52104 -32.90667 -9.05846 -1.21 -0.15 0.84 -0.192
S 4.91920 -34.67251 -9.18356 -0.48 -0.54 -1.99 0.727
O 6.03407 -35.63379 -9.05602 -1.54 1.72 0.21 -0.345
O 3.95863 -34.86948 -10.31001 2.00 0.57 2.24 -0.361
C 3.95133 -34.54760 -7.65041 0.22 0.91 0.00 -0.210
H 4.03710 -32.86827 -6.15996 -0.54 -0.20 -0.45 0.102
H 5.26944 -33.96502 -5.86261 -0.05 -0.71 -0.30 0.105
H 6.72961 -32.84858 -7.25988 -0.07 -0.48 0.18 0.103
H 5.52503 -31.64560 -7.26039 -0.13 0.09 -0.33 0.103
H 6.30603 -32.60637 -9.75252 0.43 -0.66 0.42 0.102
H 4.69361 -32.26210 -9.35509 -0.45 -0.45 -0.25 0.095
H 3.64661 -35.56743 -7.41547 0.57 0.05 0.67 0.102
H 3.01951 -34.06744 -7.94921 0.08 0.07 -0.31 0.096
C -1.19906 -20.57490 -16.75197 1.42 1.10 -0.08 -0.220
C -1.58020 -22.00493 -16.56267 0.34 -1.40 1.42 -0.222
C -1.19800 -22.30252 -15.05133 1.07 0.68 -0.18 -0.168
S 0.48978 -21.45894 -14.80615 -1.64 2.19 0.35 0.696
O 1.58361 -22.35615 -15.06761 -0.03 -0.42 0.56 -0.339
O 0.45054 -20.57255 -13.61824 0.13 -1.81 -1.57 -0.361
C 0.32335 -20.43830 -16.28121 -1.12 0.00 -0.78 -0.210
H -1.90883 -19.95867 -16.20007 0.39 0.20 0.48 0.114
H -1.31779 -20.21653 -17.77450 0.26 -0.25 -0.16 0.111
H -1.04071 -22.68480 -17.22209 0.20 0.07 0.00 0.114
H -2.63803 -22.16950 -16.76764 -0.05 -0.03 0.30 0.112
H -1.01118 -23.30136 -14.65697 -0.32 -0.21 -0.59 0.090
H -1.86696 -21.78262 -14.36555 0.03 0.06 -0.06 0.091
H 0.98963 -20.90847 -17.00447 -0.24 -0.21 -0.16 0.093
H 0.72525 -19.43173 -16.16556 -0.40 0.00 0.48 0.100
C 9.06005 -16.38850 -15.43384 1.27 1.71 -1.09 -0.220
C 9.62355 -16.58970 -16.82344 2.01 -0.90 -1.63 -0.191
O 8.66243 -17.35205 -17.52867 -1.80 -1.39 -0.98 -0.205
S 7.99416 -18.44206 -16.53195 -0.14 -0.47 1.63 0.747
O 8.91848 -19.52745 -16.22463 -1.14 2.07 -0.66 -0.244
O 6.60762 -18.82457 -16.79593 2.89 1.68 0.05 -0.234
O 8.03697 -17.28015 -15.31795 -2.10 -3.10 0.21 -0.189
H 8.61778 -15.39330 -15.47941 0.06 0.13 0.78 0.135
H 9.85338 -16.49785 -14.69440 -0.31 0.03 0.23 0.141
H 10.54035 -17.16371 -16.95793 0.24 -0.39 1.12 0.126
H 9.91803 -15.74906 -17.45170 -0.99 0.61 0.35 0.135
C 2.76349 -24.28916 -6.96454 0.18 0.06 2.15 -0.223
C 3.15589 -25.58165 -6.16808 -0.10 1.27 2.22 -0.221
O 2.95805 -26.68091 -6.92267 -1.67 -2.58 -5.03 -0.200
S 2.23162 -26.30860 -8.39800 -1.94 0.19 -2.41 0.836
O 0.75457 -26.47131 -8.31082 3.86 0.53 0.54 -0.270
O 2.82065 -26.85008 -9.66086 -0.72 1.53 4.37 -0.262
O 2.64644 -24.66317 -8.24340 0.17 -3.58 -4.44 -0.199
H 3.59873 -23.59410 -6.87868 -0.40 0.37 0.09 0.135
H 1.76397 -23.88161 -6.81301 0.28 0.35 1.68 0.137
H 2.50398 -25.75564 -5.31201 0.23 0.71 0.44 0.132
H 4.20319 -25.72207 -5.90058 0.11 1.15 0.39 0.134
C 1.20427 -31.33549 -13.77295 1.05 1.35 0.54 -0.271
C 1.96660 -31.18092 -15.09287 -0.06 -2.77 -0.14 -0.203
O 2.85578 -32.33533 -15.12930 0.18 0.24 0.05 -0.096
O 0.48167 -32.53164 -13.61207 0.32 -0.16 -0.13 -0.041
H 0.62206 -30.45290 -13.50806 -0.41 0.13 -0.39 0.112
H 2.00659 -31.30933 -13.03560 -0.10 -0.51 0.35 0.115
H 2.66699 -30.36344 -15.26398 -1.09 0.82 0.36 0.121
H 1.26189 -31.42078 -15.88907 -0.12 0.96 -0.47 0.108
H 3.63993 -32.02190 -15.58588 0.15 -0.38 -0.01 0.071
H -0.40770 -32.48206 -13.97007 0.08 0.31 -0.16 0.086
C 4.67664 -24.91089 -20.52727 -1.68 0.11 1.17 -0.231
C 3.44607 -25.91594 -20.33783 2.83 0.45 0.36 -0.228
O 3.56338 -26.87508 -21.35986 -0.80 -0.20 -0.30 -0.071
O 4.42335 -23.98040 -21.55160 -0.80 0.04 -1.16 -0.078
H 5.57261 -25.51383 -20.67492 -0.06 -0.01 -0.07 0.118
H 4.75488 -24.29677 -19.63014 0.31 -0.34 0.48 0.105
H 2.45724 -25.49860 -20.14773 -0.03 0.43 -0.69 0.112
H 3.68847 -26.44460 -19.41596 0.04 -0.12 0.11 0.109
H 3.54002 -26.39150 -22.18884 -0.07 0.00 -0.24 0.079
H 5.17720 -23.67638 -22.06237 0.27 -0.36 0.36 0.086
C 7.63623 -26.90730 -13.97632 0.45 0.41 -1.54 -0.249
C 6.67857 -25.72466 -14.20686 -1.11 0.42 0.48 -0.216
O 5.51709 -26.12306 -14.98101 1.03 -0.14 -0.29 -0.074
O 7.12916 -27.65421 -12.91014 -0.30 0.18 0.56 -0.059
H 8.68397 -26.63279 -13.85395 -0.07 0.49 0.61 0.112
H 7.69918 -27.58608 -14.82685 -0.41 0.30 -0.61 0.117
H 7.02900 -24.72117 -14.44835 0.79 -0.37 -1.08 0.117
H 6.22218 -25.45550 -13.25431 0.38 -0.31 0.86 0.107
H 4.97061 -25.33977 -15.07802 -0.15 0.02 -0.04 0.081
H 6.25274 -27.26390 -12.94386 -0.64 -0.97 1.05 0.064
```
Forces are in eV/Å.

Calculated total energy: -176360.4441 eV
Charge: 0
SMILES string: O=S1(=O)CCCC1.O=S1(=O)CCCC1.O=S1(=O)CCCC1.O=S1(=O)CCCC1.O=S1(=O)CCCC1.O=S1(=O)CCCC1.O=S1(=O)OCCO1.O=S1(=O)OCCO1.OCCO.OCCO.OCCO
Relative energy (zero: lowest compared OMol25 entry of this formula, charge and spin): 191.2 kcal per mole
2S+1: 1

(2)
# C4H6BrF2NO

The molecule C4H6BrF2NO at a distorted geometry (the ωB97M-V functional and the def2-TZVPD basis, the Open Molecules 2025 dataset).

The geometry in XYZ format:
```
15
Properties=species:S:1:pos:R:3:forces:R:3:nbo_charge:R:1
C 0.24570 1.60341 0.48189 2.82 -0.59 -0.06 0.768
C -0.42260 -0.81186 -0.34051 1.17 0.47 3.12 -0.382
C -1.92954 0.76007 0.49856 -1.88 -3.68 -0.97 -0.419
C 3.14952 -0.96915 -0.75645 0.73 -1.39 -0.66 0.555
N -0.53431 0.58643 0.17465 -1.67 -0.98 -0.21 -0.467
O 0.22493 2.59723 1.13396 -0.91 -0.86 -0.81 -0.520
F 2.87918 -1.74535 0.29271 -0.24 0.30 -0.33 -0.362
F 2.35048 -1.47027 -1.73419 0.31 0.14 0.61 -0.382
Br 2.19712 1.10916 -0.33188 -1.31 1.09 0.61 -0.091
H -0.68693 -1.47432 0.52244 0.52 0.53 -0.53 0.205
H -1.11308 -1.07069 -1.06025 -1.76 0.35 -1.79 0.209
H 0.51648 -1.07592 -0.70413 1.57 -0.10 -0.41 0.234
H -2.02714 1.33826 1.35074 -0.66 2.37 0.83 0.234
H -2.48674 0.86715 -0.49476 0.28 0.70 1.83 0.221
H -2.36308 -0.24415 0.96723 1.04 1.63 -1.21 0.198
```
Forces are in eV/Å.

Calculated total energy: -83256.5171 eV
Charge: 0
Relative energy (zero: lowest compared OMol25 entry of this formula, charge and spin): 63.9 kcal per mole
2S+1: 1

Question: Number 1 is which compound?
Answer: C34H74O26S8